The following is a quantum chemistry calculation of 7 unconnected molecules or ions with the total composition C29H62F6N8O5P in a non-equilibrium geometry, from OMol25.

CARTESIAN COORDINATES (ANGSTROEM)
O1 -0.12022 0.75927 -1.45348
C1 0.01612 0.65094 -0.08766
O2 -0.80708 1.31091 0.62088
O3 0.90568 -0.11156 0.32792
H1 0.47602 -0.00769 -1.60892
C2 3.59832 1.44395 -2.31859
C3 2.84629 0.49135 -3.19118
N1 3.57874 0.03694 -4.38518
C4 4.91561 -0.23730 -4.50118
C5 5.13075 -0.60360 -5.78812
N2 3.90562 -0.61257 -6.43151
C6 2.98659 -0.21847 -5.54893
C7 3.65100 -1.03823 -7.79926
H2 3.78256 2.43232 -2.74077
H3 4.54443 1.03070 -1.96280
H4 3.03186 1.62013 -1.40137
H5 1.89581 0.89654 -3.52986
H6 2.66270 -0.40062 -2.58726
H7 5.54887 -0.25451 -3.63290
H8 6.02784 -0.95229 -6.26963
H9 1.93539 -0.15215 -5.78100
H10 2.82714 -0.49626 -8.25938
H11 3.53235 -2.11655 -7.84612
H12 4.47509 -0.73281 -8.44492
C8 1.88195 3.22659 2.58385
C9 2.66438 1.89694 2.63434
N3 2.22438 0.95911 3.64776
C10 1.06195 0.20825 3.59601
C11 1.08730 -0.61854 4.70122
N4 2.12457 -0.19338 5.48613
C12 2.81346 0.70493 4.82361
C13 2.45421 -0.69682 6.83399
H13 2.03042 3.89497 3.43045
H14 0.83721 3.08720 2.31796
H15 2.37015 3.75830 1.76288
H16 3.74880 2.00787 2.66116
H17 2.55357 1.44783 1.64461
H18 0.33392 0.30495 2.80167
H19 0.45466 -1.42694 5.02510
H20 3.74139 1.14499 5.15261
H21 3.15596 0.00701 7.27406
H22 2.91468 -1.68176 6.82022
H23 1.54710 -0.73617 7.42998
C14 1.19099 -5.36826 0.06284
C15 1.41815 -3.89048 0.37055
N5 2.60533 -3.66719 1.20924
C16 3.19884 -2.43854 1.41131
C17 4.28172 -2.64914 2.20762
N6 4.33835 -4.01094 2.48728
C18 3.29380 -4.58544 1.88536
C19 5.33530 -4.65749 3.32878
H24 2.07506 -5.81395 -0.39493
H25 0.38620 -5.49055 -0.66271
H26 0.84129 -5.97439 0.90120
H27 0.52970 -3.49599 0.85616
H28 1.62662 -3.44647 -0.60116
H29 2.84878 -1.55715 0.89434
H30 5.12142 -2.03453 2.48496
H31 3.04095 -5.62875 1.97219
H32 5.24750 -5.71436 3.55575
H33 5.58271 -4.05329 4.19862
H34 6.25404 -4.58523 2.73530
C20 -4.64619 0.12726 -4.21387
N7 -3.68204 0.44935 -3.11779
C21 -3.21082 -0.78728 -2.40869
C22 -2.47112 1.15862 -3.66246
C23 -4.40216 1.38969 -2.14469
C24 -3.71531 1.79817 -0.86672
O4 -2.63805 2.68472 -1.02190
H35 -5.59830 -0.21796 -3.81924
H36 -4.16220 -0.60822 -4.85252
H37 -4.85106 1.02582 -4.79333
H38 -2.46150 -0.42734 -1.71098
H39 -2.78775 -1.38733 -3.21267
H40 -4.08022 -1.25863 -1.95685
H41 -1.94820 0.42296 -4.27432
H42 -1.79935 1.50245 -2.88509
H43 -2.80804 2.00853 -4.25118
H44 -5.32415 0.85741 -1.90406
H45 -4.69669 2.24500 -2.75339
H46 -3.34327 0.92423 -0.32098
H47 -4.46119 2.25201 -0.20662
H48 -1.84284 2.28834 -0.61360
C25 -4.68389 4.15750 2.26318
N8 -5.10417 3.22197 3.37067
C26 -6.07242 3.99663 4.24010
C27 -5.90293 2.10320 2.76558
C28 -3.94572 2.75377 4.25682
C29 -2.73470 2.37740 3.41412
O5 -3.01390 1.40212 2.42720
H49 -5.49652 4.58853 1.68985
H50 -3.98177 3.58420 1.65860
H51 -4.07010 4.92859 2.72863
H52 -5.51927 4.88159 4.56128
H53 -6.39645 3.46277 5.12763
H54 -6.86133 4.39127 3.60565
H55 -6.75209 2.51434 2.21979
H56 -6.32843 1.49325 3.55836
H57 -5.26593 1.58820 2.05190
H58 -4.27650 1.94815 4.90506
H59 -3.70978 3.64540 4.83306
H60 -1.95587 1.90670 4.02845
H61 -2.18756 3.20312 2.94811
H62 -2.29109 1.27522 1.78774
P1 0.14268 -3.00938 -4.05895
F1 0.12902 -3.85889 -2.68545
F2 1.74089 -2.79682 -3.93591
F3 0.39447 -4.24724 -5.03292
F4 0.09121 -1.95242 -5.31506
F5 -1.44589 -3.30731 -4.21811
F6 -0.13580 -1.67128 -3.11361

Values from the calculation:
Orbital gap: 9.7 eV
Net charge: +3
E_HOMO: -15.59 eV
Strongest force on any atom: 2.3 eV/Å
M: 747.8 g/mol